(1)
{"formula": "C18H19NO3S", "method": "ωB97M-V/def2-TZVPD", "lumo_energy_ev": 0.546, "smiles": "O=C(CCS(=O)(=O)c1ccccc1)N1CCCc2ccccc21", "spin_multiplicity": 1, "gap_ev": 9.3, "homo_ha": -0.3229, "de_lowest_ev": 0.794, "species": ["O", "C", "C", "C", "S", "O", "O", "C", "C", "C", "C", "C", "C", "N", "C", "C", "C", "C", "C", "C", "C", "C", "C", "H", "H", "H", "H", "H", "H", "H", "H", "H", "H", "H", "H", "H", "H", "H", "H", "H", "H", "H"], "positions_angstrom": [[-0.519, -3.500, 0.016], [-0.510, -2.324, 0.319], [0.790, -1.586, 0.606], [1.957, -2.199, -0.137], [3.458, -1.333, 0.433], [4.596, -1.831, -0.292], [3.492, -1.383, 1.871], [3.139, 0.364, -0.073], [2.594, 1.257, 0.830], [2.278, 2.538, 0.409], [2.515, 2.909, -0.906], [3.077, 2.010, -1.800], [3.387, 0.726, -1.383], [-1.663, -1.598, 0.381], [-2.860, -2.177, -0.209], [-3.137, -1.454, -1.522], [-3.447, 0.012, -1.228], [-2.605, 0.578, -0.115], [-2.691, 1.934, 0.172], [-1.995, 2.496, 1.225], [-1.225, 1.684, 2.041], [-1.127, 0.333, 1.775], [-1.775, -0.226, 0.674], [0.691, -0.532, 0.340], [1.019, -1.660, 1.672], [2.071, -3.256, 0.093], [1.899, -2.063, -1.214], [2.439, 0.937, 1.848], [1.847, 3.244, 1.102], [2.268, 3.908, -1.233], [3.270, 2.309, -2.819], [3.835, 0.004, -2.048], [-2.669, -3.239, -0.368], [-3.696, -2.055, 0.485], [-3.972, -1.921, -2.045], [-2.252, -1.536, -2.155], [-3.316, 0.616, -2.129], [-4.495, 0.108, -0.928], [-3.323, 2.555, -0.447], [-2.072, 3.554, 1.423], [-0.711, 2.099, 2.895], [-0.563, -0.302, 2.438]]}


(2)
{"formula": "C18H20BFO2", "method": "ωB97M-V/def2-TZVPD", "lumo_energy_ev": 0.612, "smiles": "CC1(C)OB(c2ccc(-c3ccc(F)cc3)cc2)OC1(C)C", "spin_multiplicity": 1, "gap_ev": 9.3, "homo_ha": -0.3198, "de_lowest_ev": 0.000, "species": ["C", "C", "C", "O", "B", "C", "C", "C", "C", "C", "C", "C", "C", "F", "C", "C", "C", "C", "O", "C", "C", "C", "H", "H", "H", "H", "H", "H", "H", "H", "H", "H", "H", "H", "H", "H", "H", "H", "H", "H", "H", "H"], "positions_angstrom": [[3.524, -1.304, 1.762], [2.619, -2.271, 0.939], [3.452, -3.389, 0.352], [1.966, -1.514, -0.061], [0.709, -1.212, 0.497], [-0.214, -0.049, -0.106], [-1.342, 0.357, 0.570], [-2.158, 1.317, 0.004], [-1.778, 1.987, -1.160], [-2.599, 3.093, -1.692], [-2.825, 4.214, -0.863], [-3.351, 5.364, -1.388], [-3.810, 5.404, -2.692], [-4.258, 6.565, -3.226], [-3.748, 4.259, -3.434], [-3.092, 3.135, -2.970], [-0.650, 1.563, -1.855], [0.115, 0.516, -1.334], [0.290, -1.912, 1.630], [1.382, -2.858, 1.761], [0.955, -4.162, 1.102], [1.649, -3.060, 3.275], [4.236, -0.757, 1.122], [2.940, -0.542, 2.274], [4.143, -1.834, 2.509], [2.868, -4.011, -0.308], [3.875, -4.047, 1.123], [4.261, -2.960, -0.235], [-1.551, -0.102, 1.507], [-3.067, 1.631, 0.497], [-2.348, 4.240, 0.102], [-3.545, 6.222, -0.774], [-4.147, 4.287, -4.437], [-2.894, 2.281, -3.637], [-0.401, 2.029, -2.796], [1.054, 0.260, -1.781], [0.899, -4.018, 0.019], [-0.016, -4.464, 1.490], [1.659, -4.967, 1.300], [1.959, -2.124, 3.751], [2.485, -3.736, 3.409], [0.753, -3.431, 3.755]]}


(3)
{"formula": "C18H20BrClN3O2SZr", "method": "ωB97M-V/def2-TZVPD", "lumo_energy_ev": -9.546, "total_charge": 3, "spin_multiplicity": 1, "gap_ev": 8.2, "homo_ha": -0.6521, "species": ["Zr", "O", "C", "C", "C", "N", "C", "Br", "C", "H", "H", "H", "H", "Cl", "C", "H", "H", "N", "N", "H", "H", "H", "H", "O", "S", "C", "C", "C", "C", "C", "C", "C", "C", "C", "C", "C", "C", "H", "H", "H", "H", "H", "H", "H", "H", "H", "H"], "positions_angstrom": [[-0.649, 1.556, -0.108], [4.850, 2.632, 2.595], [3.798, 2.521, 1.848], [3.804, 2.252, 0.462], [2.611, 2.141, -0.212], [1.400, 2.298, 0.371], [1.408, 2.577, 1.692], [-0.391, 2.832, 2.406], [2.527, 2.689, 2.465], [5.713, 2.539, 2.154], [4.736, 2.133, -0.073], [2.609, 1.933, -1.280], [2.486, 2.900, 3.523], [-2.569, 0.629, -1.370], [-2.803, 1.467, 0.219], [-3.249, 0.734, 0.903], [-3.499, 2.299, 0.059], [-0.927, 3.763, -0.870], [-0.569, 2.955, -2.046], [-1.744, 4.371, -1.044], [-0.161, 4.418, -0.657], [0.091, 3.459, -2.662], [-1.412, 2.834, -2.630], [-0.194, 0.059, 1.011], [0.297, -1.432, 1.098], [-1.256, -2.303, 1.256], [-1.537, -2.878, 2.489], [-2.748, -3.526, 2.668], [-3.664, -3.585, 1.627], [-3.370, -3.014, 0.394], [-2.157, -2.374, 0.199], [0.644, -1.748, -0.650], [0.937, -3.056, -1.013], [1.225, -3.349, -2.338], [1.223, -2.341, -3.290], [0.950, -1.029, -2.921], [0.664, -0.726, -1.596], [-0.823, -2.818, 3.295], [-2.969, -3.991, 3.616], [-4.605, -4.091, 1.772], [-4.078, -3.081, -0.418], [-1.904, -1.973, -0.774], [0.932, -3.837, -0.267], [1.462, -4.364, -2.618], [1.441, -2.573, -4.321], [0.977, -0.240, -3.659], [0.495, 0.340, -1.306]]}


(4)
{"formula": "C18H20BrF5InN2O", "method": "ωB97M-V/def2-TZVPD", "lumo_energy_ev": -15.203, "total_charge": 3, "spin_multiplicity": 1, "gap_ev": 3.5, "homo_ha": -0.6861, "de_lowest_ev": 2.084, "species": ["C", "C", "O", "C", "C", "N", "C", "C", "C", "C", "C", "Br", "C", "C", "C", "C", "C", "F", "F", "C", "F", "F", "F", "C", "C", "C", "N", "H", "H", "H", "H", "H", "H", "H", "H", "H", "H", "H", "H", "H", "H", "H", "H", "H", "H", "H", "H", "In"], "positions_angstrom": [[3.655, 3.320, 1.963], [3.122, 4.728, 1.578], [1.659, 4.830, 1.482], [1.091, 3.737, 1.025], [0.223, 2.959, 1.971], [-0.449, 1.862, 1.664], [-0.218, 1.541, 0.359], [-0.969, 0.261, -0.221], [-1.930, -0.503, 0.743], [-3.293, 0.230, 0.957], [-4.203, -0.759, 1.809], [-4.255, 0.590, -0.715], [-0.838, -0.212, -1.642], [-1.580, -1.429, -2.266], [-0.860, -2.876, -2.145], [0.713, -2.871, -1.995], [1.229, -3.260, -0.551], [2.523, -2.848, -0.418], [0.461, -2.567, 0.462], [1.145, -4.787, -0.204], [1.591, -5.571, -1.166], [1.940, -4.982, 0.873], [-0.095, -5.122, 0.178], [0.046, 0.597, -2.506], [0.737, 1.772, -1.983], [0.627, 2.263, -0.575], [1.294, 3.401, -0.245], [3.708, 2.624, 1.091], [4.715, 3.464, 2.276], [3.137, 2.870, 2.836], [3.632, 5.110, 0.666], [3.434, 5.419, 2.390], [0.104, 3.356, 2.999], [-1.434, -0.553, 1.746], [-2.137, -1.541, 0.416], [-3.212, 1.149, 1.572], [-4.647, -0.260, 2.690], [-5.007, -1.211, 1.195], [-3.576, -1.613, 2.164], [-1.866, -1.158, -3.304], [-2.543, -1.521, -1.711], [-1.372, -3.484, -1.369], [-1.078, -3.394, -3.106], [1.205, -1.942, -2.359], [1.106, -3.696, -2.637], [0.198, 0.326, -3.569], [1.356, 2.342, -2.702], [0.911, -0.590, 0.284]]}


(5)
{"formula": "C18H20BrNO", "method": "ωB97M-V/def2-TZVPD", "lumo_energy_ev": 0.720, "smiles": "C[C@@H](CCc1ccccc1)NC(=O)Cc1ccc(Br)cc1", "spin_multiplicity": 1, "gap_ev": 9.7, "homo_ha": -0.3283, "species": ["C", "C", "C", "C", "C", "C", "C", "C", "C", "C", "N", "C", "O", "C", "C", "C", "C", "C", "Br", "C", "C", "H", "H", "H", "H", "H", "H", "H", "H", "H", "H", "H", "H", "H", "H", "H", "H", "H", "H", "H", "H"], "positions_angstrom": [[-3.793, -0.020, 0.045], [-2.588, 0.387, 0.894], [-2.060, -0.745, 1.786], [-1.711, -2.057, 1.069], [-0.455, -1.976, 0.248], [-0.498, -1.900, -1.140], [0.670, -1.847, -1.883], [1.898, -1.884, -1.248], [1.953, -1.960, 0.133], [0.786, -1.997, 0.873], [-1.541, 0.931, 0.052], [-1.245, 2.245, 0.026], [-1.812, 3.075, 0.704], [-0.120, 2.595, -0.945], [1.186, 1.956, -0.567], [1.529, 1.788, 0.770], [2.746, 1.240, 1.127], [3.633, 0.867, 0.133], [5.313, 0.104, 0.613], [3.319, 1.027, -1.204], [2.092, 1.565, -1.545], [-4.219, 0.861, -0.427], [-3.505, -0.718, -0.737], [-4.553, -0.482, 0.668], [-2.890, 1.216, 1.546], [-1.175, -0.381, 2.312], [-2.828, -0.957, 2.532], [-2.548, -2.371, 0.445], [-1.569, -2.822, 1.837], [-1.453, -1.904, -1.649], [0.618, -1.793, -2.961], [2.809, -1.869, -1.828], [2.908, -2.008, 0.634], [0.836, -2.064, 1.950], [-1.026, 0.283, -0.525], [-0.008, 3.682, -0.933], [-0.409, 2.295, -1.955], [0.838, 2.099, 1.540], [3.006, 1.109, 2.167], [4.024, 0.737, -1.968], [1.842, 1.690, -2.589]]}


(6)
{"formula": "C18H20Cl2N3O3ReSi", "method": "ωB97M-V/def2-TZVPD", "lumo_energy_ev": [-3.683, -4.747], "total_charge": 1, "spin_multiplicity": 4, "gap_ev": [7.1, 6.5], "homo_ha": [-0.3980, -0.4146], "de_lowest_ev": 0.000, "species": ["Re", "Cl", "C", "C", "C", "Cl", "C", "C", "C", "C", "N", "C", "C", "O", "H", "H", "H", "H", "O", "N", "O", "C", "C", "C", "C", "N", "C", "C", "H", "H", "H", "H", "H", "H", "H", "C", "Si", "C", "C", "H", "H", "H", "H", "H", "H", "H", "H", "H"], "positions_angstrom": [[-0.139, 0.664, 0.334], [3.208, 4.131, -0.917], [1.972, 3.483, -1.910], [1.819, 3.949, -3.233], [0.856, 3.438, -4.054], [0.700, 4.024, -5.671], [-0.020, 2.420, -3.593], [-1.027, 1.801, -4.354], [-1.795, 0.812, -3.792], [-1.576, 0.439, -2.465], [-0.641, 1.006, -1.718], [0.145, 1.986, -2.266], [1.140, 2.509, -1.411], [1.229, 1.995, -0.187], [2.485, 4.721, -3.593], [-1.184, 2.108, -5.379], [-2.573, 0.318, -4.356], [-2.173, -0.333, -1.997], [-1.722, 3.007, 0.516], [-1.519, 1.884, 0.786], [0.984, -0.074, 1.628], [-3.967, -4.477, 1.180], [-3.099, -3.273, 0.989], [-3.634, -2.001, 0.806], [-2.796, -0.919, 0.649], [-1.456, -1.031, 0.660], [-0.928, -2.256, 0.846], [-1.709, -3.377, 1.005], [-5.017, -4.243, 1.024], [-3.847, -4.864, 2.193], [-3.677, -5.272, 0.493], [-4.704, -1.846, 0.793], [-3.190, 0.080, 0.525], [0.151, -2.308, 0.875], [-1.228, -4.335, 1.149], [3.410, 1.364, 2.235], [2.488, -0.239, 2.393], [3.348, -1.627, 1.498], [2.118, -0.680, 4.159], [4.399, 1.279, 2.692], [2.879, 2.175, 2.737], [3.540, 1.645, 1.189], [4.333, -1.797, 1.940], [3.495, -1.398, 0.440], [2.796, -2.567, 1.567], [3.040, -0.829, 4.725], [1.536, -1.602, 4.221], [1.549, 0.111, 4.650]]}


(7)
{"formula": "C18H20ClFN4O2", "method": "ωB97M-V/def2-TZVPD", "lumo_energy_ev": 0.040, "smiles": "COc1cc/c(=N\\C(=O)CC2CN(Cc3ccc(F)c(C)c3Cl)C2)[nH]n1", "spin_multiplicity": 1, "gap_ev": 8.6, "homo_ha": -0.3143, "de_lowest_ev": 0.096, "species": ["C", "O", "C", "C", "C", "C", "N", "C", "O", "C", "C", "C", "N", "C", "C", "C", "C", "C", "F", "C", "C", "C", "Cl", "C", "N", "N", "H", "H", "H", "H", "H", "H", "H", "H", "H", "H", "H", "H", "H", "H", "H", "H", "H", "H", "H", "H"], "positions_angstrom": [[-6.127, -3.847, 0.334], [-5.927, -2.440, 0.200], [-4.668, -2.004, 0.363], [-4.471, -0.586, 0.220], [-3.240, -0.081, 0.372], [-2.133, -0.970, 0.693], [-0.901, -0.659, 0.929], [-0.477, 0.650, 0.768], [-0.686, 1.322, -0.225], [0.379, 1.156, 1.909], [0.921, 2.544, 1.673], [-0.062, 3.727, 1.648], [0.915, 4.518, 2.420], [0.394, 5.379, 3.463], [1.531, 5.990, 4.243], [2.425, 6.815, 3.564], [3.505, 7.390, 4.203], [3.690, 7.126, 5.545], [4.750, 7.693, 6.162], [2.851, 6.312, 6.286], [3.100, 6.051, 7.743], [1.773, 5.754, 5.591], [0.710, 4.710, 6.503], [1.587, 3.277, 2.853], [-2.484, -2.283, 0.774], [-3.717, -2.824, 0.631], [-7.187, -4.008, 0.168], [-5.537, -4.390, -0.405], [-5.840, -4.182, 1.330], [-5.327, 0.031, -0.014], [-3.027, 0.970, 0.253], [-0.231, 1.123, 2.819], [1.180, 0.430, 2.067], [1.555, 2.563, 0.788], [-0.348, 4.143, 0.683], [-0.968, 3.501, 2.233], [-0.184, 6.177, 2.988], [-0.287, 4.836, 4.131], [2.261, 6.987, 2.508], [4.203, 8.033, 3.685], [3.244, 4.985, 7.923], [3.981, 6.585, 8.085], [2.244, 6.365, 8.341], [1.206, 2.913, 3.819], [2.676, 3.329, 2.893], [-1.757, -2.943, 0.997]]}


(8)
{"formula": "C18H20ClN3O2", "method": "ωB97M-V/def2-TZVPD", "lumo_energy_ev": 0.488, "smiles": "COc1cccc(N2CCN(C(=O)Nc3ccccc3Cl)CC2)c1", "spin_multiplicity": 1, "gap_ev": 8.3, "homo_ha": -0.2888, "de_lowest_ev": 0.000, "species": ["C", "O", "C", "C", "C", "C", "C", "N", "C", "C", "N", "C", "O", "N", "C", "C", "C", "C", "C", "C", "Cl", "C", "C", "C", "H", "H", "H", "H", "H", "H", "H", "H", "H", "H", "H", "H", "H", "H", "H", "H", "H", "H", "H", "H"], "positions_angstrom": [[4.243, 3.486, 0.690], [5.163, 2.426, 0.644], [4.711, 1.171, 0.354], [5.681, 0.170, 0.329], [5.308, -1.129, 0.050], [3.990, -1.449, -0.211], [3.006, -0.459, -0.185], [1.691, -0.795, -0.506], [0.738, 0.242, -0.829], [-0.363, -0.373, -1.706], [-1.012, -1.461, -1.011], [-2.156, -1.412, -0.254], [-2.465, -2.325, 0.487], [-2.933, -0.291, -0.441], [-4.161, 0.011, 0.127], [-4.833, -0.821, 1.019], [-6.054, -0.445, 1.547], [-6.635, 0.763, 1.202], [-5.984, 1.605, 0.317], [-4.764, 1.229, -0.209], [-3.962, 2.308, -1.321], [-0.049, -2.496, -0.682], [1.062, -1.903, 0.187], [3.383, 0.854, 0.104], [3.488, 3.333, 1.469], [4.828, 4.373, 0.929], [3.746, 3.632, -0.275], [6.706, 0.435, 0.530], [6.058, -1.904, 0.025], [3.726, -2.465, -0.457], [1.239, 1.027, -1.397], [0.277, 0.682, 0.072], [-1.063, 0.398, -2.025], [0.102, -0.794, -2.604], [-2.617, 0.419, -1.087], [-4.380, -1.761, 1.286], [-6.556, -1.107, 2.236], [-7.588, 1.054, 1.615], [-6.419, 2.552, 0.035], [-0.570, -3.289, -0.145], [0.369, -2.890, -1.612], [1.803, -2.666, 0.417], [0.614, -1.559, 1.134], [2.630, 1.624, 0.153]]}


Number 1: F_max 0.79 eV/A. Number 2: F_max 2.51 eV/A. Number 3: F_max 1.79 eV/A. Number 4: F_max 3.54 eV/A. Number 5: F_max 0.62 eV/A. Number 6: F_max 0.51 eV/A. Number 7: F_max 0.43 eV/A. Number 8: F_max 0.67 eV/A.